<w>
Computed, not measured: a 2-piece molecular cluster, C3H8O3S overall, with ωB97M-V with the def2-TZVPD basis set.

Geometry (Å):
C1 -0.387 0.730 -1.866
C2 0.561 0.579 -0.664
C3 0.022 -1.696 2.935
O1 0.466 -2.723 3.591
O2 -0.814 -1.797 2.088
O3 0.581 -0.564 3.377
S1 -0.344 1.211 0.858
H1 -1.090 -0.145 -1.694
H2 -0.858 1.705 -1.868
H3 0.228 0.584 -2.821
H4 1.299 1.312 -0.992
H5 0.808 -0.493 -0.590
H6 0.062 -3.536 3.029
H7 0.285 0.139 2.837
H8 -1.185 0.237 0.547

The spin multiplicity is 1. As for the HOMO energy: -9.44 eV. The SMILES is O=C(O)O.CCS. The HOMO-LUMO gap comes out at 10.0 eV. Its LUMO energy is 0.572 eV. As for the net charge: 0.

In elementary charge units, the natural (NBO) charges are:
1 C -0.6149
2 C -0.4888
3 C 0.9743
4 O -0.6592
5 O -0.6740
6 O -0.6814
7 S -0.0890
8 H 0.2017
9 H 0.2189
10 H 0.2111
11 H 0.2210
12 H 0.2225
13 H 0.5090
14 H 0.5030
15 H 0.1457



<x>
Computed, not measured: a 2-piece molecular cluster, C3H8O3S overall, with ωB97M-V with the def2-TZVPD basis set.

Geometry (Å):
O1 3.043 -3.806 1.130
H1 3.119 -2.828 1.218
H2 2.924 -4.129 2.051
O2 0.028 3.331 -1.350
O3 -1.536 1.962 -0.421
S1 0.248 -1.396 0.658
C1 -1.142 3.068 -0.976
C2 -0.558 0.941 -0.246
C3 -1.216 -0.364 0.092
H3 0.603 -1.451 -0.643
H4 -1.982 3.787 -1.037
H5 -0.075 0.663 -1.203
H6 0.236 1.281 0.446
H7 -1.837 -0.812 -0.708
H8 -1.855 -0.247 0.988

The spin multiplicity is 1. As for the HOMO energy: -9.64 eV. The SMILES is O=COCCS.O. The HOMO-LUMO gap comes out at 10.2 eV. Its LUMO energy is 0.536 eV. As for the net charge: 0.

In elementary charge units, the natural (NBO) charges are:
1 O -0.9396
2 H 0.4698
3 H 0.4716
4 O -0.6056
5 O -0.4901
6 S -0.0466
7 C 0.6419
8 C -0.1154
9 C -0.5023
10 H 0.1253
11 H 0.1301
12 H 0.1923
13 H 0.2181
14 H 0.2303
15 H 0.2203



Compare the structures above. Which one is the most stable? <w> is.